[1]
Here is a structure of composition C32H33ClN5O2SZr from the Open Molecules 2025 dataset. Energies are from the ωB97M-V functional and the def2-TZVPD basis.

```
75
Properties=species:S:1:pos:R:3:lowdin_charge:R:1
Zr -0.4021 0.4164 -0.6291 1.849
Cl -1.7765 -0.1472 -8.9539 0.717
S -4.3302 3.3755 -1.0108 1.099
O -1.6348 -0.3223 -2.2793 -0.106
O 0.3122 0.5890 -2.6113 -0.149
N 0.9005 -2.0540 2.5061 0.033
N -0.0227 -1.5544 -0.2045 -0.181
N -0.3161 3.3812 2.7932 0.137
N -1.5540 0.7591 1.5346 0.004
N -2.2051 2.0063 -1.0536 -0.123
C -2.4230 -0.5992 -6.3831 -0.078
C 1.5000 -2.6236 1.5401 -0.224
C -1.0020 0.0337 -4.5539 -0.146
C -3.2608 3.6112 -2.3216 -0.352
C -1.8894 -0.6574 1.8379 -0.203
C -0.0516 3.4622 0.3876 0.006
C 1.2456 -2.1109 0.1454 -0.207
C -2.1856 2.8085 -2.1823 -0.228
C -2.3553 -1.4829 0.6225 -0.175
C 3.6268 -2.3608 -0.7416 -0.073
C 0.7772 1.6688 4.3823 -0.165
C 3.5962 -4.0074 1.1114 -0.062
C -0.2953 0.4940 -6.8014 -0.080
C -0.7729 0.0926 -3.1109 -0.555
C -1.4763 -0.0786 -7.2555 -0.651
C -0.3391 1.2916 1.5792 -0.392
C 0.4342 0.1750 4.5323 -0.201
C 0.7738 3.0179 -0.5882 -0.129
C 1.2759 -2.1994 3.9065 -0.186
C -0.4467 2.5668 4.0287 -0.173
C 2.2274 -1.9889 -0.7688 -0.031
C 2.4262 -3.7649 1.7159 -0.008
C -3.2919 2.2164 -0.3568 -0.456
C -1.2166 -2.3639 0.1002 -0.207
C 0.9322 0.6523 1.4483 -0.128
C 1.7297 1.9333 -0.5290 -0.153
C -0.0590 0.5470 -5.4397 0.004
C -0.2467 2.7829 1.6809 -0.276
C -2.1816 -0.5379 -5.0237 0.008
C 1.6233 -0.7995 4.4614 -0.170
C 4.2355 -3.2445 0.0618 -0.076
C 1.9034 1.0547 0.5214 -0.104
H 2.8107 0.4640 0.5047 0.126
H -2.7004 -0.5984 2.5638 0.121
H -1.5343 -2.9042 -0.7944 0.121
H -0.0890 0.0298 5.4820 0.123
H 0.7994 3.5950 -1.5049 0.120
H 1.0956 -0.2562 2.0029 0.072
H 0.4213 0.8850 -7.5098 0.113
H 2.1291 -4.4554 2.4969 0.115
H 2.0653 -0.9310 5.4518 0.116
H -3.4653 4.3157 -3.1107 0.083
H -3.3290 -1.0428 -6.7716 0.114
H -2.9024 -0.9312 -4.3201 0.127
H 1.2100 2.0286 5.3170 0.113
H 4.2272 -1.9327 -1.5366 0.108
H 2.4199 -0.3756 3.8390 0.111
H 2.1196 -2.8737 4.0748 0.106
H -1.3526 2.7557 -2.8675 0.116
H 1.5608 1.8080 3.6342 0.102
H -2.7613 -0.8385 -0.1681 0.085
H -1.0536 -1.1867 2.2835 0.074
H 2.4746 1.9188 -1.3113 0.120
H 0.4217 -2.6020 4.4589 0.127
H -0.2896 -0.1003 3.7717 0.065
H -3.4794 1.7225 0.5842 0.079
H -0.9783 -3.1028 0.8654 0.119
H 5.2758 -3.4689 -0.1375 0.107
H -1.3470 1.9470 3.9497 0.110
H 4.1473 -4.8704 1.4686 0.112
H -3.1916 -2.1258 0.8997 0.122
H 1.9171 -1.5151 -1.6954 0.107
H -0.6419 4.3534 0.2037 0.128
H -0.6218 3.2692 4.8380 0.104
H 0.8574 0.9799 -5.0613 0.125
```

DFT total energy   -69897.41440 eV
Total charge   +1
Energy relative to the best compared isomer or geometry (same formula, charge and spin)   400.44 kJ/mol
Orbital gap   6.8760 eV
Strongest force on any atom   1.51 eV Å⁻¹
2S+1   1

---

[2]
Here is a cluster of 2 separate species, C32H33F5N3O in total from the Open Molecules 2025 dataset. Energies are from the ωB97M-V functional and the def2-TZVPD basis.

```
74
Properties=species:S:1:pos:R:3:lowdin_charge:R:1
F 7.6259 -0.4851 1.1726 0.134
F 6.7064 -2.3852 -0.5789 0.129
F 5.8669 1.2641 2.3587 0.123
F 3.1713 0.8599 2.0644 0.086
F 4.0126 -2.5823 -1.0847 0.102
O 3.1868 -3.2932 2.0600 0.105
N 0.0282 -1.8345 1.3029 0.067
N 0.9415 -3.8152 1.9520 -0.030
N -1.3462 2.6541 -2.3366 -0.030
C 4.4846 -1.6350 -0.2347 -0.138
C 2.0191 -2.9772 1.8304 -0.339
C -4.2530 -0.1458 -0.1826 -0.213
C -6.2767 -1.3314 0.5088 -0.058
C 5.8452 -1.5385 0.0143 -0.108
C 1.5318 3.0650 -1.3664 -0.048
C -6.3061 1.0860 0.3322 -0.050
C -0.7561 -0.9099 0.7028 0.039
C 5.4201 0.2937 1.5393 -0.112
C 1.1269 -5.2178 2.2665 0.006
C -0.7411 3.9221 -1.9322 -0.281
C -1.0092 2.3140 -3.6997 -0.226
C -4.9813 1.0731 -0.1347 0.002
C -4.9712 -1.3401 0.0575 -0.033
C -2.8366 -0.2317 -0.3851 0.064
C -2.0914 -1.1218 0.3762 -0.059
C -0.2735 4.6085 -3.2767 -0.113
C -0.3161 -3.2631 1.4596 -0.455
C 2.6447 3.5694 0.7113 -0.096
C -6.9639 -0.1161 0.6664 -0.041
C 2.1108 -0.9741 0.2267 -0.052
C -0.6877 -3.8921 0.1163 0.015
C 1.4550 -1.5890 1.4525 -0.140
C -0.6469 3.6412 -4.4001 -0.159
C 4.0598 0.1350 1.3222 -0.137
C 0.3996 3.7697 -0.9496 -0.204
C 6.3119 -0.5662 0.8996 -0.101
C 0.3711 4.3186 0.3320 -0.035
C -1.4601 -3.4818 2.4705 0.022
C 3.5785 -0.8117 0.4250 -0.098
C 1.5067 4.2529 1.1485 -0.070
C 2.6443 2.9371 -0.5321 -0.088
H 0.1521 -3.8218 -0.5876 0.109
H -4.4693 1.9938 -0.4250 0.120
H -6.8245 2.0364 0.5132 0.117
H -0.7436 5.5953 -3.3954 0.115
H -6.7582 -2.2616 0.7990 0.114
H 0.1759 3.4718 -5.1020 0.110
H -8.0154 -0.1069 1.0094 0.124
H -2.3628 0.4377 -1.0892 0.108
H -4.4486 -2.2761 -0.1122 0.114
H -0.1291 1.6434 -3.6969 0.098
H 2.1946 -5.3981 2.4209 0.103
H -2.6023 -2.0106 0.7670 0.086
H -1.8701 -4.4861 2.3073 0.101
H -1.4791 4.0665 -4.9736 0.110
H -0.3507 0.0959 0.5186 0.159
H -2.2617 -2.7444 2.3624 0.074
H 1.5114 4.7507 2.1180 0.108
H -1.8008 1.7660 -4.2222 0.107
H -0.9525 -4.9410 0.2797 0.094
H 1.5544 2.6279 -2.3676 0.114
H -0.5381 4.8252 0.6646 0.112
H 0.5811 -5.4963 3.1782 0.101
H -1.4408 1.9275 -1.6574 0.061
H 3.5381 3.5430 1.3278 0.104
H 1.6539 -0.9302 2.3145 0.175
H -1.5154 4.5642 -1.4891 0.130
H -1.0604 -3.3889 3.4882 0.106
H 1.6656 0.0114 0.0453 0.114
H 1.9207 -1.6295 -0.6341 0.142
H 0.7593 -5.8562 1.4522 0.097
H -1.5398 -3.3830 -0.3377 0.077
H 3.5154 2.3788 -0.8840 0.108
H 0.8081 4.7696 -3.2675 0.107
```

DFT total energy   -53816.83366 eV
Total charge   +1
Energy relative to the best compared isomer or geometry (same formula, charge and spin)   0.00 kJ/mol
Orbital gap   5.5369 eV
Strongest force on any atom   2.70 eV Å⁻¹
2S+1   1

---

[3]
Here is a cluster of 2 separate species, C32H33N2O in total from the Open Molecules 2025 dataset. Energies are from the ωB97M-V functional and the def2-TZVPD basis.

```
68
Properties=species:S:1:pos:R:3:lowdin_charge:R:1
O 2.5101 -2.4196 1.8791 -0.017
N 6.3111 2.2970 -3.0180 0.103
N -2.1721 2.8732 -3.0871 0.092
C -0.6330 -0.9854 0.9386 0.022
C -7.7142 1.3015 -0.5790 -0.098
C 2.0858 -0.1907 1.1730 -0.067
C -4.9229 1.7562 -0.3692 -0.213
C 0.5010 -4.3833 0.8404 -0.053
C 2.8467 2.8788 -3.0291 -0.058
C -0.2394 0.3339 0.5705 -0.210
C -1.1780 1.2751 0.0461 -0.025
C -1.3254 2.0790 -2.8788 -0.347
C 3.8088 1.6712 0.9874 -0.066
C 1.1380 0.6830 0.7135 0.025
C 3.7516 1.8081 -3.0031 -0.289
C -5.4850 0.4791 -0.0798 -0.025
C 3.2765 0.4869 -2.9411 -0.073
C 5.1623 2.0689 -3.0286 -0.220
C 1.4857 2.6464 -2.9613 -0.040
C 4.4477 -0.6594 0.4266 -0.039
C -3.5171 2.0172 -0.2976 -0.028
C -7.1813 2.5712 -0.8594 -0.094
C -0.1953 -3.3709 1.7563 -0.549
C -6.8569 0.2635 -0.1866 -0.094
C 4.0233 -0.0074 2.7912 -0.054
C 0.9887 1.3208 -2.8070 -0.260
C -1.7018 -3.5704 1.5928 -0.084
C -0.3901 1.0973 -2.5893 -0.162
C 3.5720 0.2034 1.3396 -0.540
C 1.6673 -1.5664 1.5132 -0.283
C 1.9200 0.2414 -2.8329 -0.042
C -2.5633 1.0799 0.0786 -0.075
C 0.2478 -1.9311 1.3954 -0.068
C -5.8153 2.7977 -0.7495 -0.031
C 0.1489 -3.7027 3.2126 -0.054
H -0.3569 -3.0029 3.8870 0.087
H -2.0168 -3.4099 0.5559 0.084
H 5.0738 0.2865 2.8973 0.081
H -7.8424 3.3829 -1.1712 0.099
H -1.9535 -4.6043 1.8601 0.081
H -2.9320 0.1223 0.4463 0.086
H -3.1850 3.0175 -0.5781 0.103
H -0.7881 2.2532 -0.2520 0.124
H 3.4164 0.6063 3.4652 0.085
H 3.2298 3.8973 -3.1086 0.112
H -8.7854 1.1205 -0.6770 0.095
H 1.2281 -3.6431 3.3720 0.075
H 3.9878 -0.3417 -2.9949 0.113
H -0.1945 -4.7193 3.4408 0.080
H 0.2606 -4.1695 -0.2070 0.089
H -4.8300 -0.3406 0.2216 0.102
H 5.4970 -0.3603 0.5343 0.087
H 4.1517 -0.5336 -0.6217 0.066
H 0.7830 3.4813 -2.9941 0.103
H 1.5399 -0.7793 -2.7702 0.110
H 3.5636 1.8735 -0.0624 0.074
H 1.4149 1.7055 0.4383 0.114
H -7.2630 -0.7276 0.0303 0.100
H 4.8685 1.9168 1.1364 0.088
H 1.5839 -4.3361 0.9774 0.076
H 3.9155 -1.0584 3.0690 0.072
H -2.2656 -2.9074 2.2587 0.085
H -0.7385 0.0805 -2.3998 0.103
H -1.6808 -1.2548 0.8282 0.087
H 0.1478 -5.3923 1.0836 0.080
H 4.3423 -1.7120 0.7030 0.076
H 3.2166 2.3253 1.6385 0.085
H -5.3910 3.7803 -0.9643 0.114
```

DFT total energy   -38747.88087 eV
Total charge   -1
Orbital gap   4.5470 eV
Strongest force on any atom   3.07 eV Å⁻¹
2S+1   1

---

Among the records above, which one has the lowest strongest force on any atom? C32H33ClN5O2SZr

---

Which value of total charge does entry 1 give? +1

---

What is the DFT total energy in the third record? -38747.88087 eV

---

Which formula does entry 3 have? C32H33N2O